Record 1
Formula: C37H30AlN7P
Source: OMol25
Level of theory: wB97M-V/def2-TZVPD

Computed properties:
Relative energy (zero: lowest compared OMol25 entry of this formula, charge and spin) ... 0.0 kJ/mol
Net charge ... +1
HOMO energy ... -9.2 eV
LUMO energy ... -4.2 eV
Energy ... -65169.15691 eV
Frontier orbital gap ... 4.991 eV

Structure (XYZ):
```
76
Properties=species:S:1:pos:R:3:lowdin_charge:R:1
Al 0.82068 -0.40948 0.90045 0.3224
C 4.86432 -1.45807 -1.09336 -0.0390
C 5.19882 -0.16668 -1.55257 -0.0306
C 4.42737 0.95166 -1.24596 0.0060
C 3.20220 0.76878 -0.59566 -0.1530
N 2.86816 -0.50973 -0.14559 0.0933
C 3.73341 -1.55781 -0.30353 -0.0999
C 2.26777 1.81848 -0.12004 -0.1664
C 2.44325 3.21235 -0.45494 0.0030
C 1.57875 4.13868 0.13288 -0.0678
C 0.49159 3.72096 0.90725 -0.0686
C 0.23202 2.34764 1.11699 -0.1890
C 1.11761 1.42546 0.56340 -0.2377
H 5.39102 -2.38127 -1.32693 0.1131
H 6.07729 -0.00907 -2.17750 0.1177
H 4.80273 1.89613 -1.60186 0.1114
H 3.50536 -2.52240 0.09637 0.0987
H 3.25968 3.55811 -1.14118 0.1203
H 1.76407 5.22030 0.13901 0.1129
H -0.26141 4.32935 1.39493 0.1066
H -0.60472 1.96681 1.71203 0.1073
N 1.32399 1.33828 3.86405 0.2185
C 1.53526 0.01948 3.92267 -0.3933
N 1.81749 -0.50857 5.10429 0.1891
C 1.93614 -1.84474 5.24010 -0.4311
N 2.19592 -2.41537 6.40446 0.1956
N 1.78031 -2.68629 4.21593 0.1785
C 1.41165 -2.14570 3.04356 -0.1708
N 1.37667 -0.74175 2.79406 0.1723
C 1.07560 -2.98091 1.88497 -0.1610
C 1.30321 -4.33357 2.05966 0.0234
C 1.35168 -5.13782 0.87619 0.0263
C 1.23643 -4.46615 -0.40173 -0.0017
C 1.00575 -3.09482 -0.43565 -0.1063
N 0.81929 -2.36727 0.65522 0.0960
H 1.93447 1.78252 4.53374 0.1280
H 1.23291 1.73510 2.93717 0.0677
H 2.41958 -1.77299 7.16207 0.1309
H 2.54790 -3.36376 6.44371 0.1282
H 1.71640 -4.64550 3.03958 0.1289
H 1.56827 -6.22710 1.02858 0.1317
H 1.32955 -5.03001 -1.36449 0.1342
H 0.95792 -2.60389 -1.41498 0.1377
C -1.44157 -1.41089 -5.04242 -0.0842
C -1.51109 -1.98493 -3.75788 -0.1001
C -1.40975 -1.21075 -2.62024 -0.1076
C -1.36660 0.18761 -2.75429 -0.3418
C -1.09494 0.72012 -4.01392 -0.1499
C -1.20313 -0.03837 -5.15608 -0.0925
P -1.41060 1.38612 -1.33254 1.1194
C -2.76978 2.47958 -1.83591 -0.3984
C -3.54556 2.40306 -2.98685 -0.0869
C -4.64520 3.24034 -3.08703 -0.0847
C -4.97426 4.14534 -2.06674 -0.0477
C -4.05909 4.32352 -0.95290 -0.0445
C -3.01769 3.42613 -0.84913 -0.1359
C -2.03068 0.31653 0.00861 -0.3939
C -3.48339 0.24971 0.00106 -0.0526
C -4.10734 -0.54741 0.94854 -0.0691
C -3.32178 -1.30678 1.85677 -0.0746
C -1.94175 -1.13658 1.89705 -0.1207
C -1.28006 -0.36010 0.92307 -0.2097
H -1.56764 -2.02674 -5.97252 0.1172
H -1.89841 -3.02625 -3.64592 0.1156
H -1.49051 -1.60451 -1.63431 0.0776
H -0.94024 1.80793 -4.03279 0.1123
H -1.09813 0.51083 -6.08889 0.1092
H -3.25712 1.75959 -3.84159 0.1062
H -5.31718 3.12846 -3.93699 0.1066
H -5.89087 4.71551 -2.11026 0.0951
H -4.16614 5.10483 -0.25087 0.0875
H -2.47089 3.35824 0.06890 0.0843
H -4.04907 0.82337 -0.72268 0.0973
H -5.11412 -0.81817 0.81178 0.0858
H -3.81970 -1.92432 2.66132 0.1187
H -1.36209 -1.54040 2.71829 0.0786
```

=====

Record 2
Formula: C37H30AsBaF15GeINPS
Source: OMol25
Level of theory: wB97M-V/def2-TZVPD

Computed properties:
Relative energy (zero: lowest compared OMol25 entry of this formula, charge and spin) ... 19.6 kJ/mol
Net charge ... +1
HOMO energy ... -10.8 eV
LUMO energy ... -2.7 eV
Energy ... -227374.60392 eV
Frontier orbital gap ... 8.062 eV

Structure (XYZ):
```
89
Properties=species:S:1:pos:R:3:lowdin_charge:R:1
Ba -0.80207 -0.41877 0.35610 1.3812
I -2.51487 -3.45912 1.99861 1.0091
C -1.83964 -1.98065 3.33065 -0.7803
C -1.40793 -2.32529 4.62692 -0.0881
C -0.93634 -1.26244 5.37848 -0.0443
C -1.08333 0.03989 4.96585 -0.0405
C -1.63204 0.26366 3.72311 -0.1583
N -1.94679 -0.72342 2.88695 -0.1701
H -1.23700 -3.35035 4.99066 0.1222
H -0.41736 -1.54137 6.29238 0.1269
H -0.76997 0.86718 5.53215 0.1064
H -1.74963 1.29015 3.37206 0.1142
C -1.36150 4.94823 -2.27003 -0.1543
C -2.43766 4.11614 -1.56731 -0.4548
As -1.78386 3.34234 0.08503 1.1334
C -0.75965 4.81211 0.95314 -0.4745
C -1.30632 6.19639 0.96819 -0.1710
C -3.39726 3.33184 1.25304 -0.4362
C -4.65064 4.12092 0.72400 -0.1548
H -1.85116 5.61603 -2.94384 0.0671
H -0.67796 4.31724 -2.83580 0.0712
H -0.77744 5.55331 -1.58610 0.0370
H -2.74440 3.26155 -2.16787 0.0391
H -3.40312 4.67074 -1.42122 0.0694
H 0.27826 4.79957 0.48063 0.0839
H -0.58264 4.44364 1.95030 0.0427
H -1.41939 6.62617 -0.02401 0.0585
H -0.61971 6.83238 1.55354 0.0854
H -2.29531 6.22642 1.48437 0.0777
H -2.94662 3.81080 2.17589 0.0659
H -3.63866 2.28701 1.50255 0.0204
H -4.44201 5.16673 0.70527 0.0465
H -5.44576 3.98068 1.47276 0.0752
H -4.99764 3.82074 -0.27037 0.0595
F 5.62033 -1.20643 0.62359 0.1224
C 4.69113 -0.68620 1.41565 -0.2302
C 3.34380 -0.90052 1.14062 -0.1277
C 2.49638 -0.35600 2.06353 -0.1963
F 1.12784 -0.57199 2.03288 -0.1587
C 2.85857 0.41111 3.14477 -0.1356
F 1.89308 1.07848 3.78913 0.1145
C 4.19553 0.70825 3.33395 -0.1178
F 4.59338 1.55802 4.26252 0.1603
C 5.11640 0.04286 2.51035 -0.1195
F 6.40614 0.21742 2.76213 0.1476
Ge 3.07394 -1.77938 -0.58929 0.6422
S 1.00785 -2.37893 -1.03488 0.0210
C 3.52449 -0.25953 -1.72419 -0.1154
C 4.54070 -0.10069 -2.69083 -0.1860
F 5.48332 -1.04419 -2.82576 0.1143
C 4.62502 0.98949 -3.47817 -0.1498
F 5.58864 1.13905 -4.38868 0.1493
C 3.79259 2.04300 -3.26314 -0.1050
F 3.90797 3.15011 -4.03963 0.1298
C 2.82669 1.96963 -2.29951 -0.1529
F 2.08054 3.02876 -2.02922 0.1303
C 2.69125 0.81071 -1.56868 -0.2177
F 1.68224 0.85294 -0.63287 -0.0595
C 4.24429 -3.32275 -0.80396 -0.1530
C 4.57314 -4.13539 0.23302 -0.2170
F 4.33532 -3.74982 1.51524 0.0810
C 5.23889 -5.34989 0.10666 -0.0944
F 5.69960 -6.05838 1.18949 0.0999
C 5.48118 -5.81722 -1.16851 -0.1135
F 6.17721 -6.92008 -1.43496 0.1456
C 5.07255 -5.02707 -2.26125 -0.1236
F 5.32567 -5.46696 -3.50061 0.1282
C 4.42011 -3.83694 -2.08029 -0.2266
F 4.01507 -3.19472 -3.18980 0.0969
C -4.51968 -0.46856 0.09056 -0.2844
P -3.47782 -0.65830 -1.45961 0.7790
C -4.39570 0.14039 -2.82217 -0.2644
C -3.37510 -2.44807 -1.70086 -0.4450
C -2.16730 -2.89739 -2.30206 -0.1581
C -1.89481 -4.24109 -2.45648 -0.0758
C -2.85169 -5.15445 -2.04849 -0.0705
C -4.04183 -4.74538 -1.46826 -0.0822
C -4.29751 -3.38142 -1.27270 -0.1289
H -3.99656 -0.68393 1.02712 -0.0151
H -5.42766 -1.07558 0.13235 0.0373
H -4.95094 0.54807 0.13350 0.0384
H -5.38123 -0.26141 -2.86873 0.0299
H -3.89380 0.03747 -3.80076 0.0581
H -4.46949 1.23818 -2.56458 0.0478
H -1.41853 -2.13502 -2.53704 0.0514
H -0.97659 -4.52643 -2.91571 0.1049
H -2.66414 -6.24068 -2.01965 0.1222
H -4.72688 -5.50441 -1.13536 0.1058
H -5.22618 -3.05920 -0.80646 0.1008
```

=====

Record 3
Formula: C37H30ClN5O4PdSi
Source: OMol25
Level of theory: wB97M-V/def2-TZVPD

Computed properties:
<S²> ... 2.0065
Relative energy (zero: lowest compared OMol25 entry of this formula, charge and spin) ... 19.7 kJ/mol
2S+1 ... 3
HOMO energy (alpha / beta) ... -6.6 / -8.8 eV
LUMO energy (alpha / beta) ... -0.4 / -0.7 eV
Energy ... -78370.13221 eV
Frontier orbital gap (alpha / beta) ... 6.197 / 8.120 eV

Structure (XYZ):
```
79
Properties=species:S:1:pos:R:3:lowdin_charge:R:1
Pd -0.17072 -0.32097 0.40881 0.7600
N 1.90983 0.12616 -0.63168 0.0577
C 2.31208 1.46992 -0.39342 -0.2525
C 3.61438 1.88238 -0.39140 -0.0252
C 3.94224 3.22841 -0.12551 -0.0746
C 2.96374 4.14696 0.11656 -0.0334
C 1.60521 3.74922 0.12070 -0.1502
C 0.53733 4.64563 0.35858 -0.0004
C -0.74695 4.18702 0.33989 -0.0238
C -0.97669 2.81293 0.12341 -0.0956
N -0.00751 1.95302 -0.07956 0.0533
C 1.27718 2.40275 -0.11551 -0.1769
H 1.44515 0.04485 -1.53505 0.1076
H 2.68172 -0.52970 -0.61601 0.1015
H 4.40396 1.17143 -0.60471 0.1156
H 4.98301 3.52353 -0.12202 0.1088
H 3.20445 5.18342 0.31597 0.1176
H 0.75762 5.68920 0.54771 0.1220
H -1.59073 4.84190 0.50329 0.1113
H -1.98384 2.41423 0.12059 0.0986
O -3.45324 0.63443 -0.93690 -0.3241
Cl -2.87354 -0.66790 -1.04461 0.6437
O -3.78885 -1.60729 -1.60325 -0.3134
O -2.46301 -1.12700 0.28868 -0.4366
O -1.65977 -0.60534 -1.83715 -0.3990
C -4.08639 1.51098 4.62976 -0.0918
C -3.97537 1.37100 3.25470 -0.0762
C -2.79070 0.90745 2.69720 -0.1079
C -1.69597 0.57902 3.49509 -0.2948
C -1.83524 0.71139 4.88096 -0.1050
C -3.01330 1.17460 5.44561 -0.0889
Si -0.03697 0.01870 2.79574 0.7027
C 0.42952 -1.55098 3.72036 -0.3018
C 1.63246 -1.76647 4.39175 -0.1021
C 1.89485 -2.97480 5.02683 -0.0923
C 0.94831 -3.98815 5.01415 -0.0958
C -0.26370 -3.78806 4.36319 -0.0919
C -0.51216 -2.58729 3.71994 -0.1210
C 1.20354 1.39606 3.14376 -0.2788
C 0.76526 2.65477 3.56761 -0.0951
C 1.65776 3.69780 3.77722 -0.0879
C 3.01547 3.50390 3.57247 -0.0967
C 3.47281 2.26473 3.14479 -0.0963
C 2.57489 1.23202 2.92674 -0.1300
H -5.00998 1.86839 5.06766 0.0991
H -4.81510 1.60782 2.61327 0.1050
H -2.74260 0.76126 1.62601 0.0483
H -1.00852 0.44767 5.53326 0.1079
H -3.09696 1.26844 6.52123 0.0998
H 2.37954 -0.98146 4.43166 0.0864
H 2.83677 -3.11726 5.54217 0.0996
H 1.14936 -4.92601 5.51658 0.0983
H -1.01335 -4.56988 4.35553 0.1027
H -1.45836 -2.45127 3.20335 0.1084
H -0.29161 2.82176 3.74193 0.0983
H 1.28982 4.66081 4.11016 0.1029
H 3.71535 4.31265 3.74227 0.1018
H 4.53062 2.10513 2.97360 0.1044
H 2.95279 0.27580 2.57501 0.0991
N -4.47990 -9.25292 -3.16844 0.1605
C -3.80799 -8.44912 -2.69695 -0.1820
C -2.96764 -7.44499 -2.10930 -0.2289
C -3.45082 -6.15057 -1.92977 -0.0011
C -2.64535 -5.18584 -1.35249 0.0231
C -1.34874 -5.51935 -0.97660 -0.1731
C -0.85691 -6.80549 -1.15988 0.0005
C -1.67130 -7.77257 -1.71961 -0.0162
N -0.52046 -4.52746 -0.39750 -0.0075
C 0.40868 -4.68454 0.61354 -0.0324
C 0.89091 -3.44186 0.87328 -0.1204
N 0.29615 -2.53194 0.02803 -0.0058
C -0.54010 -3.21494 -0.71778 -0.1384
H -4.45957 -5.90331 -2.22908 0.1281
H -3.02919 -4.18674 -1.18563 0.1124
H 0.16098 -7.04053 -0.88054 0.1166
H -1.30259 -8.77772 -1.86860 0.1231
H 0.58740 -5.63712 1.07850 0.1218
H 1.59093 -3.14347 1.63512 0.1041
H -1.15992 -2.80083 -1.49397 0.1134
```